42
Properties=species:S:1:pos:R:3 method="wB97M-V/def2-TZVPD" total_charge=-1 gap_ha=0.2213 total_energy_ev=-63478.9179 smiles="CCOC(=O)[C@H]([C@H]1C(=O)C(Cl)=CC([O-])=C1Cl)P(=O)(OCC)OCC" max_force_ev_per_a=3.62
H 2.48 0.92 4.56
O 1.96 2.90 2.94
Cl 1.74 -1.79 4.63
C 1.09 2.17 -1.15
H -1.24 -1.29 0.81
C 0.10 -0.80 2.70
C 1.68 0.76 3.83
Cl -0.54 3.04 1.47
H 3.11 -3.13 -0.97
H -4.41 0.84 -1.52
H 0.73 1.93 -2.16
C -3.44 0.82 -2.03
H 0.04 -3.21 -0.76
H 1.00 -2.46 -2.06
C 2.17 -3.62 -0.69
O -0.20 -1.96 2.49
H -2.26 -0.70 -3.03
H -3.71 -1.32 -2.17
H 2.50 3.70 -1.61
C -2.41 0.14 -0.01
H 2.06 -4.54 -1.28
O -3.41 -0.43 0.37
C -3.30 -0.49 -2.77
O -0.21 -0.39 -2.14
C 1.00 -2.74 -1.00
C 0.19 1.61 1.98
H 2.19 -3.88 0.37
C 1.31 1.84 2.89
C 2.49 2.72 -1.13
H 0.40 2.86 -0.66
H -3.89 -0.44 -3.69
O -2.42 1.05 -1.01
H -1.51 0.64 2.47
C 1.20 -0.48 3.66
O 1.14 0.94 -0.39
H 3.15 2.04 -1.67
P 0.22 -0.30 -0.73
C -1.05 -0.23 0.57
H 2.85 2.82 -0.10
O 1.12 -1.52 -0.22
C -0.61 0.35 1.90
H -3.31 1.67 -2.70